Entry 1:
{
  "formula": "C4H8N2",
  "method": "ωB97M-V/def2-TZVPD",
  "species": ["C", "C", "N", "C", "C", "N", "H", "H", "H", "H", "H", "H", "H", "H"],
  "positions_angstrom": [[2.029178, 0.073180, 0.228076], [0.623438, 0.648936, 0.309741], [-0.336752, -0.203162, -0.385062], [-1.350084, 0.204072, -1.058816], [-2.790092, -0.736994, 0.784267], [-2.195884, -1.729996, 1.002970], [2.376062, 0.019899, -0.808230], [2.064544, -0.931748, 0.660894], [2.719106, 0.706043, 0.793106], [0.275564, 0.708743, 1.348144], [0.569148, 1.649602, -0.130370], [-0.486362, -1.144376, 0.012374], [-2.063852, -0.517805, -1.427100], [-1.434016, 1.253604, -1.329998]],
  "atomic_forces_ev_per_a": [[0.035, -0.012, 0.021], [0.036, 0.103, -0.006], [-0.521, 0.132, -0.110], [0.500, -0.060, -0.031], [0.469, -1.035, 0.365], [-0.598, 0.972, -0.214], [-0.052, 0.011, 0.145], [-0.014, 0.143, -0.062], [-0.103, -0.089, -0.086], [0.069, -0.007, -0.120], [0.004, -0.157, 0.059], [0.078, 0.053, -0.095], [0.077, 0.077, 0.063], [0.021, -0.129, 0.071]],
  "orbital_gap_ev": [8.43, 8.43],
  "total_charge": 0,
  "lumo_ev": [-0.5, -0.5],
  "de_lowest_kj_mol": 268.8
}

---

Entry 2:
{
  "formula": "C4H8O2",
  "method": "ωB97M-V/def2-TZVPD",
  "species": ["C", "C", "O", "C", "C", "O", "H", "H", "H", "H", "H", "H", "H", "H"],
  "positions_angstrom": [[-1.944594, -0.552213, -0.434115], [-0.554826, -0.073756, -0.799906], [-0.145330, 0.885430, 0.166425], [1.252592, 0.950153, 0.308693], [1.703011, -0.195672, 1.200448], [2.517309, -1.026279, 0.877615], [-2.626129, 0.296882, -0.326834], [-1.915266, -1.090139, 0.518558], [-2.338379, -1.223506, -1.204211], [0.147490, -0.920445, -0.817055], [-0.535737, 0.391878, -1.797173], [1.482718, 1.911836, 0.781020], [1.779239, 0.887722, -0.652522], [1.177899, -0.241892, 2.179059]],
  "atomic_forces_ev_per_a": [[-0.038, -0.009, 0.005], [-0.101, -0.208, -0.157], [-0.030, 0.053, 0.064], [0.198, 0.063, -0.048], [0.263, -0.194, -0.115], [-0.321, 0.376, 0.192], [0.091, -0.105, -0.047], [-0.038, 0.068, -0.134], [0.067, 0.099, 0.106], [-0.116, 0.109, 0.002], [-0.013, -0.071, 0.143], [0.035, -0.148, 0.012], [-0.064, 0.026, 0.087], [0.068, -0.058, -0.110]],
  "orbital_gap_ev": 10.67,
  "total_charge": 0,
  "smiles": "CCOCC=O",
  "lumo_ev": 1.0,
  "de_lowest_kj_mol": 157.4
}

---

Entry 3:
{
  "formula": "C4H12NO3",
  "method": "ωB97M-V/def2-TZVPD",
  "species": ["C", "C", "C", "O", "N", "C", "O", "H", "H", "H", "H", "H", "H", "H", "H", "H", "H", "H", "H", "O"],
  "positions_angstrom": [[0.061531, 0.066158, 0.735512], [1.274114, 0.995574, 0.812884], [2.502958, 0.304439, 0.238505], [2.153459, -0.490405, -0.868542], [-0.258493, -0.505812, -0.488637], [-1.339430, -1.623751, -0.437644], [-2.646115, -1.195702, -0.209202], [0.282447, -0.724198, 1.479268], [-0.729275, 0.591000, 1.125506], [1.104652, 1.948513, 0.227914], [1.443938, 1.248501, 1.840434], [3.303756, 1.004347, -0.062719], [2.905799, -0.281554, 1.106586], [1.027910, -0.667116, -0.792498], [-0.687221, 0.228784, -1.002594], [-1.220565, -2.049819, -1.473636], [-0.903564, -2.324026, 0.309352], [-2.716211, 0.390946, -0.552354], [-2.899068, 1.643755, -1.448082], [-2.660621, 1.440370, -0.540058]],
  "atomic_forces_ev_per_a": [[1.846, -0.182, 3.252], [0.014, 0.932, -2.207], [0.174, -0.686, 0.093], [-0.128, -0.020, 0.443], [-1.116, -1.559, -1.289], [-1.073, 0.895, -0.671], [2.376, -0.175, -0.229], [-0.134, -0.101, -0.334], [-2.237, 1.249, 1.073], [-0.142, -0.821, 0.588], [-0.014, 0.324, 0.649], [-0.210, 0.034, 0.227], [0.119, -0.153, -0.590], [1.424, -0.022, -0.764], [-0.389, 0.669, -0.997], [-0.050, -0.098, 0.683], [-0.369, 0.041, -0.153], [-0.009, 0.599, 0.773], [-0.052, 0.264, -0.064], [-0.028, -1.191, -0.482]],
  "orbital_gap_ev": 8.01,
  "total_charge": -1,
  "lumo_ev": 4.0,
  "de_lowest_kj_mol": 102.5
}

---

Entry 4:
{
  "formula": "C16H23NO4",
  "method": "ωB97M-V/def2-TZVPD",
  "species": ["C", "C", "C", "C", "C", "C", "O", "C", "C", "C", "C", "C", "C", "C", "N", "O", "C", "O", "O", "C", "C", "H", "H", "H", "H", "H", "H", "H", "H", "H", "H", "H", "H", "H", "H", "H", "H", "H", "H", "H", "H", "H", "H", "H"],
  "positions_angstrom": [[6.656370, 3.174803, -0.087645], [6.147580, 1.835071, 0.429968], [5.237867, 1.143505, -0.582450], [4.723683, -0.197893, -0.067619], [3.823606, -0.893652, -1.086001], [3.260494, -2.205386, -0.533745], [2.450046, -2.017430, 0.608104], [1.196105, -1.511859, 0.475721], [0.536293, -1.270963, -0.725578], [-0.754400, -0.771705, -0.718677], [-1.415255, -0.500456, 0.470286], [-2.820976, 0.063699, 0.458203], [-2.836346, 1.491765, -0.108540], [-4.214187, 2.118716, 0.063142], [-5.033613, 1.938280, -0.995506], [-4.540647, 2.735025, 1.053003], [-3.665955, -0.880619, -0.366111], [-4.007884, -0.708269, -1.509731], [-3.976784, -1.984323, 0.313205], [-0.757188, -0.749162, 1.668649], [0.528762, -1.243846, 1.673259], [7.302149, 3.649524, 0.647285], [5.824294, 3.843794, -0.296298], [7.223670, 3.038745, -1.005985], [5.597166, 1.990475, 1.360497], [6.997393, 1.185917, 0.653066], [4.389411, 1.794591, -0.806546], [5.788609, 0.986546, -1.513382], [4.160224, -0.043090, 0.854806], [5.571213, -0.846345, 0.166714], [3.000934, -0.226305, -1.350763], [4.387341, -1.115592, -1.994336], [4.080120, -2.837751, -0.180592], [2.714225, -2.753185, -1.311871], [1.008756, -1.471572, -1.674132], [-1.251569, -0.596796, -1.661799], [-3.211901, 0.066623, 1.479285], [-2.114954, 2.090430, 0.447967], [-2.558711, 1.473594, -1.161919], [-4.803569, 1.266469, -1.710386], [-5.987660, 2.252623, -0.919813], [-4.478111, -2.603275, -0.241580], [-1.254979, -0.549561, 2.605685], [1.045851, -1.438182, 2.599510]],
  "atomic_forces_ev_per_a": [[-0.007, -0.181, 0.190], [-0.077, 0.144, -0.322], [0.125, -0.202, 0.443], [-0.150, 0.174, -0.377], [-0.052, -0.240, 0.509], [0.222, 0.083, -0.540], [-0.182, 0.054, 0.271], [-0.227, 0.079, 0.159], [0.319, -0.142, -0.067], [-0.091, 0.063, 0.205], [-0.002, -0.027, 0.021], [0.128, 0.096, -0.093], [-0.242, -0.111, 0.220], [0.341, 0.007, -0.339], [-0.433, 0.044, -0.363], [-0.012, 0.142, 0.429], [-0.211, 0.026, -0.119], [0.068, -0.004, -0.206], [-0.053, -0.400, 0.449], [0.036, 0.008, -0.144], [0.222, -0.065, -0.103], [0.076, 0.126, 0.007], [-0.056, 0.114, -0.044], [0.068, 0.042, -0.107], [0.016, -0.067, 0.070], [-0.008, -0.052, 0.084], [-0.036, 0.040, -0.086], [-0.008, 0.046, -0.099], [0.043, -0.022, 0.069], [0.041, -0.046, 0.083], [-0.004, 0.006, -0.113], [-0.025, 0.000, -0.082], [-0.099, 0.025, -0.098], [0.028, -0.015, 0.119], [0.086, -0.016, -0.057], [-0.062, 0.017, -0.121], [0.027, -0.008, -0.078], [-0.079, -0.018, -0.041], [0.080, -0.022, 0.013], [0.021, 0.029, 0.083], [0.064, -0.001, 0.068], [0.103, 0.285, -0.123], [-0.066, 0.016, 0.114], [0.068, -0.025, 0.115]],
  "orbital_gap_ev": 9.19,
  "total_charge": 0,
  "smiles": "CCCCCCOc1ccc([C@@H](CC(N)=O)C(=O)O)cc1",
  "lumo_ev": 0.6,
  "de_lowest_kj_mol": 3.7
}

---

Entry 5:
{
  "formula": "C20H42N2NbO3S2",
  "method": "ωB97M-V/def2-TZVPD",
  "species": ["C", "C", "C", "C", "Nb", "O", "C", "C", "C", "C", "C", "O", "C", "C", "C", "C", "C", "S", "C", "S", "N", "C", "C", "C", "C", "N", "C", "O", "H", "H", "H", "H", "H", "H", "H", "H", "H", "H", "H", "H", "H", "H", "H", "H", "H", "H", "H", "H", "H", "H", "H", "H", "H", "H", "H", "H", "H", "H", "H", "H", "H", "H", "H", "H", "H", "H", "H", "H", "H", "H"],
  "positions_angstrom": [[4.572224, 0.312975, 1.669804], [4.670460, 0.033123, 0.171615], [4.741616, 1.270968, -0.712055], [3.695611, 2.349555, -0.410255], [1.528984, 2.062473, -1.018624], [1.272773, 0.725010, 0.391761], [-0.416413, 1.422853, -2.036082], [-0.387784, 0.111667, -2.854856], [-1.763337, -0.534925, -3.059941], [-1.731473, -2.023310, -3.398689], [-0.975724, -2.844205, -2.379756], [-1.381060, -4.206414, -2.479493], [-1.191753, -4.974930, -1.311924], [0.118249, -4.766345, -0.585759], [0.712727, 3.714027, 0.312175], [-0.643608, 3.429247, 0.984155], [-0.486947, 2.635221, 2.268054], [-2.064187, 2.677841, 3.217485], [-2.349313, 0.984787, 3.731557], [-1.843991, 0.494453, 5.205840], [-3.090159, 0.234616, 2.871186], [-2.546645, 0.181602, 1.498339], [-1.312828, -0.698696, 1.409879], [-3.492113, -1.086911, 3.361847], [-4.426439, -1.794363, 2.397267], [1.816919, 3.368303, -2.677249], [2.306319, 4.419099, -2.381573], [2.826615, 5.458032, -2.157967], [3.531557, 0.324888, 1.989651], [5.078552, -0.449481, 2.257891], [4.969868, 1.296442, 1.911722], [5.580805, -0.545566, -0.001495], [3.856782, -0.610237, -0.163514], [4.581895, 0.942743, -1.737057], [5.756376, 1.684275, -0.676697], [3.612677, 2.497369, 0.670225], [4.088251, 3.279590, -0.829560], [2.276257, 0.695549, -2.038607], [1.432864, -0.149814, 0.014136], [-0.660717, 2.215689, -2.745006], [-1.204092, 1.285809, -1.293204], [0.251096, -0.601021, -2.337737], [0.061073, 0.305765, -3.827544], [-2.386760, -0.386035, -2.175849], [-2.258136, -0.024719, -3.888574], [-2.754243, -2.404006, -3.396571], [-1.350705, -2.206684, -4.403384], [0.099719, -2.778634, -2.545834], [-1.206936, -2.460907, -1.381820], [-1.230101, -6.012507, -1.641157], [-2.034521, -4.838902, -0.623444], [0.163213, -3.819161, -0.055907], [0.955803, -4.832946, -1.276425], [0.230761, -5.555583, 0.156194], [0.657621, 4.672015, -0.207378], [1.439853, 3.864805, 1.118224], [-1.363139, 2.960688, 0.312659], [-1.100631, 4.377896, 1.283571], [0.253620, 3.119767, 2.895706], [-0.237214, 1.591192, 2.115667], [-3.310682, -0.188965, 0.821348], [-2.333515, 1.193878, 1.179247], [-0.645797, -0.547818, 2.256865], [-0.763275, -0.494225, 0.498859], [-1.588327, -1.753563, 1.400317], [-3.995224, -0.947738, 4.313395], [-2.619543, -1.708309, 3.569572], [-3.887070, -2.266389, 1.579133], [-5.139663, -1.103177, 1.954258], [-4.967075, -2.577722, 2.921384]],
  "atomic_forces_ev_per_a": [[-0.456, -0.011, -0.064], [0.441, -0.178, 0.030], [-0.180, 0.107, -0.097], [0.241, -0.788, -0.950], [-0.803, 0.528, 1.248], [0.023, 0.444, -0.670], [1.113, -1.161, -1.278], [-0.377, -0.012, 0.469], [0.204, 0.094, -0.522], [-0.337, -0.088, 0.056], [-0.126, -0.199, -0.041], [0.085, 0.055, -0.132], [-0.064, -0.260, -0.073], [0.082, -0.051, 0.103], [-0.034, -0.197, 0.169], [0.116, 0.444, 0.152], [-0.457, -0.154, 0.194], [-0.113, 0.336, -0.185], [0.011, 0.353, 0.137], [-0.034, -0.081, 0.324], [0.555, -0.759, -0.126], [-0.231, 0.198, -0.278], [-0.132, -0.378, 0.005], [-0.332, -0.013, -0.046], [0.091, -0.021, -0.182], [-0.367, -0.488, 0.567], [0.644, 0.751, -0.399], [-0.220, -0.083, 0.059], [-0.115, 0.068, 0.039], [0.125, -0.007, 0.081], [0.278, 0.000, 0.100], [0.070, -0.084, -0.112], [-0.210, 0.025, 0.057], [0.140, 0.014, -0.166], [0.095, 0.021, 0.217], [-0.203, 0.090, 0.126], [-0.280, 0.216, -0.028], [0.025, -0.094, 0.034], [0.101, -0.045, 0.157], [-0.257, 0.342, 0.295], [0.013, 0.414, 0.417], [0.164, -0.089, -0.044], [0.247, -0.110, -0.036], [-0.006, -0.003, 0.159], [-0.239, 0.151, 0.071], [-0.118, -0.025, -0.050], [0.193, 0.047, -0.059], [0.119, 0.073, 0.158], [0.022, 0.081, 0.168], [-0.106, -0.092, -0.090], [-0.051, 0.191, 0.083], [0.053, 0.151, -0.027], [0.104, 0.031, -0.047], [0.032, -0.062, 0.076], [0.010, 0.069, -0.137], [0.175, 0.082, 0.023], [-0.044, -0.163, -0.045], [-0.137, 0.112, -0.074], [0.206, -0.155, 0.080], [0.312, 0.046, -0.087], [-0.180, -0.005, 0.010], [0.047, 0.135, 0.035], [0.105, 0.101, -0.004], [0.045, 0.126, -0.120], [-0.026, -0.124, 0.035], [0.015, 0.135, 0.129], [0.133, 0.003, 0.061], [0.061, -0.057, -0.100], [-0.176, 0.055, 0.088], [-0.088, -0.057, 0.055]],
  "orbital_gap_ev": 7.05,
  "total_charge": -1,
  "lumo_ev": 2.3
}

---

Entry 6:
{
  "formula": "C4H14N2O",
  "method": "ωB97M-V/def2-TZVPD",
  "species": ["C", "C", "C", "N", "C", "N", "H", "H", "H", "H", "H", "H", "H", "H", "H", "H", "H", "H", "O", "H", "H"],
  "positions_angstrom": [[0.610915, -0.514963, -1.954849], [0.274507, -1.072671, -0.585135], [0.343915, -0.034085, 0.521063], [-0.853524, 0.818364, 0.563386], [0.638828, -0.617699, 1.881572], [-0.183531, -1.794594, 2.213671], [1.507923, -0.930584, -2.414705], [0.737711, 0.565613, -2.028553], [-0.146152, -0.714404, -2.720483], [-0.686423, -1.574483, -0.547184], [1.014160, -1.832307, -0.314415], [1.183980, 0.630261, 0.282985], [-1.468950, 0.605731, -0.212987], [-1.390225, 0.712100, 1.413088], [0.476112, 0.168515, 2.636134], [1.687833, -0.914444, 1.960011], [-1.031853, -1.841433, 1.661911], [-0.485178, -1.739354, 3.176883], [-1.055148, 3.354986, -2.053093], [-0.583739, 4.139844, -1.758287], [-0.591162, 2.585606, -1.721013]],
  "atomic_forces_ev_per_a": [[-0.358, 0.104, -1.521], [0.866, -0.272, 0.484], [0.013, 0.639, 0.018], [-0.145, 0.012, -0.367], [-0.259, -0.211, 0.732], [-0.142, 0.039, 0.020], [0.185, -0.109, 0.385], [0.041, 0.135, 0.508], [-0.204, -0.151, 0.256], [-0.245, -0.051, -0.178], [-0.077, -0.101, -0.162], [0.104, -0.101, 0.054], [-0.082, 0.073, 0.095], [0.049, -0.063, 0.051], [0.173, 0.013, -0.217], [0.020, 0.077, -0.191], [0.047, 0.111, -0.064], [0.042, -0.137, 0.030], [-0.334, 0.196, -0.372], [0.100, -0.246, 0.114], [0.206, 0.044, 0.326]],
  "orbital_gap_ev": 10.31,
  "total_charge": 0,
  "smiles": "CC[C@@H](N)CN.O",
  "lumo_ev": 0.9,
  "de_lowest_kj_mol": 116.8
}